*1*
Computed, not measured: a molecular structure, C28H36F9N8O3PS2W, with wB97M-V/def2-TZVPD.

Structure (XYZ):
```
88
Properties=species:S:1:pos:R:3
W 0.27605 0.09887 0.04206
C 0.47625 0.05911 -4.40646
C 1.04858 -1.22239 -3.83829
C 1.92801 -1.91011 -4.61224
C 2.43754 -3.13985 -4.21679
C 2.00336 -3.70416 -3.02463
C 1.10559 -3.06991 -2.22438
C 0.58185 -3.83580 -1.02096
C 0.69023 -1.79021 -2.61067
N -0.24505 -1.05782 -1.72603
C -1.49360 -1.14696 -2.05829
C -2.03494 -1.95422 -3.16607
C -2.42597 -0.41287 -1.15131
C -3.87633 -0.38387 -1.43542
N -1.84704 0.15261 -0.13619
C -2.73771 0.56812 0.96800
C -3.33865 -0.45009 1.72534
C -3.26086 -1.92871 1.45340
C -4.15773 -0.04600 2.78485
C -4.38650 1.29366 3.05140
C -3.85258 2.26127 2.21892
C -3.03757 1.91810 1.13760
C -2.65676 2.97686 0.14533
H 1.19530 0.55499 -5.05092
H 0.16925 0.76576 -3.63375
H -0.39116 -0.16495 -5.03008
H 2.21857 -1.46068 -5.55036
H 3.15086 -3.65931 -4.84020
H 2.35398 -4.67507 -2.70378
H 0.43319 -4.87782 -1.28356
H -0.35446 -3.43957 -0.62144
H 1.31595 -3.82466 -0.21204
H -1.27011 -2.50292 -3.70593
H -2.58444 -1.31442 -3.86231
H -2.76616 -2.66029 -2.75847
H -4.03317 -0.06476 -2.46728
H -4.40654 0.28380 -0.76172
H -4.30221 -1.38642 -1.34340
H -2.63341 -2.21228 0.60613
H -4.26324 -2.30874 1.25380
H -2.88542 -2.46330 2.32436
H -4.63554 -0.80513 3.39002
H -5.02729 1.57957 3.87363
H -4.09799 3.30342 2.37267
H -3.49485 3.66057 0.01571
H -2.43329 2.55609 -0.83653
H -1.80203 3.56658 0.47969
C 4.48680 -1.74548 4.28354
C 3.19899 -2.19439 3.71919
N 2.60966 -3.33096 3.94200
N 1.47147 -3.28752 3.21585
C 1.33588 -2.15360 2.54181
S -0.03916 -1.83461 1.53566
N 2.43045 -1.44390 2.84776
N 2.66394 -0.18668 2.35045
H 4.90255 -2.55273 4.88175
H 4.34795 -0.87060 4.91964
H 5.19517 -1.49558 3.49261
H 0.81633 -4.05990 3.26644
H 3.62655 -0.12682 2.03897
H 2.49558 0.50269 3.08582
F -0.30755 2.00863 5.29413
C -0.36180 1.19994 4.26585
F 0.50744 0.19961 4.42046
F -1.57283 0.70936 4.10002
S 0.13204 2.18652 2.78437
O 1.52127 2.47678 2.91192
O -0.82414 3.20252 2.57299
O -0.00844 1.05926 1.68909
C 1.32334 5.54231 -0.82745
N 0.77143 4.19998 -1.05264
C 0.01106 3.80442 -2.13396
C -0.29362 2.50186 -1.93827
N 0.29941 2.07934 -0.75387
C 0.92934 3.16360 -0.25076
H 1.02625 6.17387 -1.65910
H 2.40869 5.48393 -0.78366
H 0.92200 5.94411 0.09973
H -0.26141 4.48668 -2.91904
H -0.90946 1.86131 -2.54534
H 1.52602 3.19882 0.64428
F 1.97674 -0.86264 -0.42909
P 3.43834 0.29927 -1.16226
F 2.80917 1.24480 0.00199
F 2.21500 0.76231 -2.09413
F 4.42867 1.35148 -1.69550
F 4.36291 -0.36420 -0.06684
F 3.73603 -0.85991 -2.14777
```

As for the expectation value of S²: 0.771. Its net charge is +3. The HOMO energy (alpha / beta) comes out at -16.6 / -16.6 eV. Its spin multiplicity is 2. The calculation puts the orbital gap (alpha / beta) at 4.9 / 5.0 eV.


*2*
Computed, not measured: a molecular structure, C28H36F9N8O3PS2W, with wB97M-V/def2-TZVPD.

Structure (XYZ):
```
88
Properties=species:S:1:pos:R:3
W -0.07255 -0.08439 0.19991
C -2.77296 -2.75943 1.18011
C -3.27488 -1.42886 1.67836
C -4.02712 -1.39159 2.84786
C -4.58177 -0.21020 3.30957
C -4.44330 0.95610 2.57443
C -3.71681 0.97697 1.38990
C -3.73223 2.23250 0.55790
C -3.09990 -0.21832 0.99508
N -2.19366 -0.20243 -0.14692
C -2.60350 -0.15512 -1.36366
C -4.02170 -0.14765 -1.78259
C -1.50162 -0.18779 -2.39167
C -1.85493 -0.19096 -3.82686
N -0.28811 -0.18997 -1.92562
C 0.77148 -0.65706 -2.80851
C 1.80592 0.20157 -3.20308
C 1.90163 1.64926 -2.80456
C 2.76947 -0.31578 -4.05671
C 2.71384 -1.62917 -4.49519
C 1.69178 -2.46018 -4.07293
C 0.69650 -2.00206 -3.22023
C -0.35793 -2.98197 -2.77584
H -3.57174 -3.49536 1.26481
H -1.93703 -3.12609 1.77626
H -2.45971 -2.74067 0.13762
H -4.19636 -2.31502 3.38766
H -5.16077 -0.20632 4.22322
H -4.93483 1.86294 2.90444
H -3.60203 3.11222 1.18867
H -4.70659 2.34083 0.07579
H -2.97984 2.25363 -0.22905
H -4.68893 -0.22263 -0.92858
H -4.20761 -0.98420 -2.46168
H -4.24617 0.76542 -2.34101
H -2.55162 0.63119 -4.01635
H -2.38800 -1.10628 -4.09802
H -0.97658 -0.10126 -4.46017
H 1.62612 1.82936 -1.76553
H 1.27372 2.27993 -3.43814
H 2.92671 1.99151 -2.92734
H 3.57619 0.32759 -4.38300
H 3.47772 -2.00819 -5.16067
H 1.66719 -3.49255 -4.39521
H 0.09164 -3.96521 -2.66061
H -1.14845 -3.08435 -3.52266
H -0.81775 -2.73691 -1.81614
C 4.35764 1.61180 4.61000
C 3.07548 0.92420 4.34708
N 2.59974 -0.09359 4.99933
N 1.42006 -0.37658 4.40076
C 1.14018 0.43757 3.39975
S -0.38671 0.42741 2.55169
N 2.18348 1.28470 3.34508
N 2.29049 2.32430 2.42244
H 4.82359 1.15307 5.47850
H 4.20320 2.67149 4.81830
H 5.03191 1.51685 3.75749
H 0.85955 -1.14797 4.73977
H 3.02549 2.09619 1.75754
H 2.55317 3.16911 2.92194
F 2.72696 -1.81427 2.30264
C 3.71313 -1.38949 1.51564
F 4.22773 -0.27212 2.04132
F 4.63698 -2.29979 1.38780
S 3.02532 -0.98200 -0.15055
O 4.01397 -0.26262 -0.85633
O 2.37435 -2.15166 -0.63380
O 1.88159 0.02725 0.33717
C -0.96159 5.45579 0.89936
N -0.76727 4.18125 0.19789
C -0.85521 3.99561 -1.16509
C -0.63109 2.68474 -1.38886
N -0.40194 2.03864 -0.16803
C -0.50584 3.01410 0.75640
H -0.26751 6.19248 0.50295
H -0.77342 5.30767 1.95880
H -1.98403 5.79594 0.75255
H -1.04950 4.80765 -1.84562
H -0.56822 2.18935 -2.33632
H -0.39391 2.87910 1.81569
F -0.11024 -1.85694 0.53653
P 2.61166 -5.00092 -0.37647
F 2.53637 -4.86077 -1.94258
F 1.04600 -4.75462 -0.36345
F 2.69834 -6.50515 -0.18207
F 4.11290 -4.56392 -0.46827
F 2.61431 -4.46691 1.10995
```

As for the expectation value of S²: 0.758. Its net charge is +3. The HOMO energy (alpha / beta) comes out at -16.5 / -16.5 eV. Its spin multiplicity is 2. The calculation puts the orbital gap (alpha / beta) at 5.2 / 5.4 eV.


*3*
Computed, not measured: a molecular structure, C28H36F9N8O3PS2W, with wB97M-V/def2-TZVPD.

Structure (XYZ):
```
88
Properties=species:S:1:pos:R:3
W -0.17610 -0.08989 0.00268
C 1.69280 -2.64479 2.49258
C 1.37030 -1.45629 3.33658
C 1.24980 -1.63039 4.72618
C 1.12290 -0.54749 5.57708
C 1.15140 0.72981 5.05288
C 1.28840 0.94961 3.67078
C 1.49000 2.35011 3.21618
C 1.31080 -0.16119 2.80588
N 1.40260 0.05201 1.38798
C 2.62730 0.43301 0.95468
C 3.83720 0.46721 1.82558
C 2.72350 0.75161 -0.41672
C 4.02400 1.22621 -0.96462
N 1.57520 0.55651 -1.10882
C 1.64340 0.49421 -2.54392
C 1.04920 -1.19169 -4.46942
C 2.23310 -2.16489 -4.38122
C 1.31610 -0.24369 -5.59952
C 1.46960 1.09971 -5.60432
C 1.44290 2.04441 -4.53712
C 1.46650 1.87611 -3.18772
C 1.40110 3.05631 -2.29312
H 1.08580 -3.50209 2.78118
H 2.72940 -2.93239 2.68958
H 1.59560 -2.44469 1.42278
H 1.29590 -2.63019 5.12888
H 1.04370 -0.69859 6.64058
H 1.10960 1.58931 5.70408
H 0.66230 2.97361 3.55168
H 1.58980 2.44271 2.13688
H 2.38360 2.75171 3.69708
H 3.65480 -0.01119 2.78188
H 4.15840 1.49061 2.01778
H 4.67470 -0.03579 1.34508
H 4.51180 1.88081 -0.24752
H 3.93060 1.75091 -1.90902
H 4.69250 0.38081 -1.13902
H 2.34570 -2.56499 -3.37792
H 3.16080 -1.68759 -4.68782
H 2.03240 -2.99199 -5.05882
H 1.37610 -0.77289 -6.54222
H 1.60740 1.55651 -6.57772
H 1.39340 3.07521 -4.86742
H 0.79180 3.83711 -2.74372
H 2.39610 3.48851 -2.15512
H 1.00550 2.81661 -1.30312
C -5.96490 0.64111 0.51688
C -4.81430 1.38601 1.03758
N -4.83610 2.49911 1.69178
N -3.57100 2.85811 1.92548
C -2.71010 1.96581 1.42128
S -1.01260 1.97631 1.49068
N -3.48980 0.98971 0.86958
N -2.96430 -0.06589 0.11928
H -6.87350 1.05631 0.94378
H -5.90670 -0.41999 0.75368
H -6.01610 0.75501 -0.56702
H -3.36980 3.74171 2.38178
H -3.07860 0.12371 -0.88962
H -3.51680 -0.90769 0.31178
F 2.88900 0.01381 -2.94222
C 0.64720 -0.54269 -3.13202
F -0.56580 0.06291 -3.31472
F -0.08470 -1.91539 -4.80282
S 0.09190 -1.90809 -1.95082
O 0.06890 -3.20329 -2.49652
O 0.96680 -1.80309 -0.73022
O -1.18640 -1.36669 -1.42402
C -2.36640 -4.81289 2.12778
N -1.91460 -3.44479 2.07728
C -2.20340 -2.48249 2.99418
C -1.63780 -1.32579 2.54428
N -0.99870 -1.56899 1.34798
C -1.19090 -2.87379 1.10938
H -2.80120 -5.01559 3.10538
H -1.54020 -5.50029 1.94968
H -3.12740 -4.99159 1.36568
H -2.76030 -2.68149 3.88808
H -1.63290 -0.35499 3.00758
H -0.80690 -3.40789 0.25428
F -1.00780 1.19651 -1.20542
P -2.39090 2.56761 -2.49472
F -1.23710 2.49381 -3.55982
F -1.50080 3.54371 -1.62882
F -3.33630 3.46671 -3.27872
F -2.84850 1.10251 -2.84902
F -3.33950 2.43461 -1.19952
```

As for the expectation value of S²: 0.758. Its net charge is +3. The HOMO energy (alpha / beta) comes out at -16.0 / -16.0 eV. Its spin multiplicity is 2. The calculation puts the orbital gap (alpha / beta) at 4.2 / 4.3 eV.


Out of the structures above, which one is the least stable? Solution: *3*.